Entry 1:
Formula: C36H47BN7OPdS3
Source: the OMol25 dataset
Level of theory: ωB97M-V with the def2-TZVPD basis set

Each line ends with the Mulliken charge.
Cartesian coordinates (Å):
Pd  -0.353  -0.397  -0.264  1.370
S  -0.521  1.857  -0.419  -0.032
S  1.843  -0.421  -1.046  -0.317
S  -0.654  -0.407  2.386  -0.367
O  -2.738  -0.774  -0.715  -0.384
N  0.743  2.341  1.969  0.294
N  2.576  1.847  0.280  0.151
N  -0.236  -2.430  -0.343  -0.311
N  -1.266  3.189  1.883  0.542
N  2.023  0.073  2.126  0.655
N  1.604  -1.952  2.841  0.743
N  2.989  1.979  -1.861  0.551
C  4.478  2.199  -3.795  -1.728
C  1.048  -3.189  3.480  1.119
C  2.473  1.187  -0.888  0.019
C  -0.349  2.466  1.202  -0.639
C  -3.315  4.388  2.541  -2.336
C  -3.465  2.274  1.258  -1.215
C  -4.997  -0.231  -1.148  -1.474
C  1.769  -4.396  2.867  -1.598
C  3.146  3.076  0.040  -1.471
C  -1.886  0.413  -3.183  -0.313
C  -3.034  0.769  -2.479  0.986
C  0.971  -5.618  -1.038  -0.251
C  -0.094  -5.002  -0.382  0.520
C  3.053  1.853  -3.357  1.396
C  1.018  -0.778  2.460  0.092
C  -3.695  1.954  -2.787  -0.418
C  -0.727  3.509  3.118  -0.424
C  -2.041  2.443  -4.458  -0.514
C  2.730  0.460  -3.883  -2.134
C  -3.519  -0.129  -1.394  0.115
C  -1.400  1.242  -4.179  -0.566
C  3.231  -0.566  2.310  -1.388
C  -0.176  -3.572  -0.360  -0.269
C  1.335  -3.097  4.979  -1.773
C  2.982  -1.806  2.749  -0.437
C  -0.967  -7.133  0.274  -0.762
C  -2.590  4.391  0.172  -1.371
C  1.057  -6.998  -1.033  -0.716
C  0.092  -7.752  -0.378  -0.350
C  0.503  2.967  3.168  -1.143
C  -3.187  2.800  -3.761  -0.845
C  -1.066  -5.753  0.278  -0.178
C  3.402  3.165  -1.276  -0.168
C  -2.654  3.554  1.449  1.310
C  2.044  2.855  -3.920  -1.381
C  -0.450  -3.387  3.270  -1.741
B  2.063  1.565  1.733  0.752
H  -3.523  1.714  2.193  0.378
H  -3.593  4.737  -0.079  0.475
H  2.402  -2.987  5.174  0.354
H  1.878  -7.488  -1.539  0.418
H  -3.393  3.842  3.481  0.525
H  1.297  -5.310  3.225  0.479
H  4.544  2.101  -4.878  0.466
H  1.696  -4.376  1.779  0.334
H  -1.881  -5.254  0.784  0.505
H  0.164  -8.832  -0.377  0.427
H  3.379  -0.300  -3.452  0.468
H  4.765  3.219  -3.544  0.406
H  3.325  3.778  0.834  0.617
H  -1.956  5.268  0.321  0.388
H  1.240  2.978  3.951  0.640
H  -3.689  3.732  -3.983  0.434
H  -1.654  3.096  -5.229  0.428
H  5.195  1.513  -3.345  0.407
H  1.716  -5.015  -1.541  0.518
H  -5.527  -0.438  -2.078  0.433
H  -2.792  5.331  2.710  0.491
H  2.878  2.084  2.456  -0.226
H  -4.325  4.627  2.211  0.458
H  -1.716  -7.726  0.780  0.418
H  2.901  0.484  -4.961  0.570
H  -1.042  -2.645  3.796  0.475
H  -3.020  1.632  0.503  -0.024
H  -5.192  -1.005  -0.412  0.383
H  0.988  -4.002  5.479  0.459
H  3.665  -2.586  3.024  0.564
H  1.047  2.646  -3.529  0.134
H  3.839  3.964  -1.842  0.535
H  0.812  -2.243  5.411  0.355
H  -0.522  0.954  -4.743  0.543
H  -1.387  -0.519  -2.947  0.441
H  4.166  -0.071  2.116  0.639
H  -0.725  -3.346  2.218  0.150
H  -2.208  3.815  -0.668  0.113
H  -4.478  2.541  0.953  0.520
H  2.018  2.778  -5.007  0.484
H  2.309  3.881  -3.660  0.406
H  -0.697  -4.375  3.663  0.549
H  -5.373  0.722  -0.769  0.266
H  -1.252  4.093  3.846  0.550
H  1.698  0.178  -3.701  0.284
H  -4.594  2.233  -2.252  0.349
H  2.821  -4.448  3.143  0.415

## Properties
net charge	+1
LUMO (alpha / beta)	-2.838 / -2.840	eV
gap between HOMO and LUMO (alpha / beta)	6.5 / 6.5	eV
energy above the lowest of the compared OMol25 structures with the same formula, charge and spin	0.0	kcal per mole
HOMO energy (alpha / beta)	-9.3570 / -9.3574	eV



Entry 2:
Formula: C36H47N7O3PtS3Si
Source: the OMol25 dataset
Level of theory: ωB97M-V with the def2-TZVPD basis set

Each line ends with the Mulliken charge.
Cartesian coordinates (Å):
Pt  0.502  0.277  -0.405  2.250
S  0.508  0.221  1.914  -0.350
S  4.066  -0.055  -0.418  1.438
S  -1.614  1.340  -0.404  -0.668
Si  -2.617  4.919  -0.422  0.093
O  -2.248  -1.167  -0.901  -0.100
O  4.794  -1.185  -0.911  -0.689
O  4.064  1.165  -1.181  -0.806
N  -1.538  -1.653  -3.068  0.819
N  2.487  -0.494  -0.300  -1.038
N  -2.106  -0.249  2.278  0.313
N  -0.590  -1.928  2.928  -0.034
N  0.669  2.275  -0.442  0.038
N  0.779  -1.856  -0.233  0.523
N  -2.008  -2.459  -4.101  -0.147
C  -1.860  -4.075  2.925  -0.814
C  -0.198  -1.203  -3.083  -0.351
C  -3.463  -2.612  -2.427  -1.692
C  -1.404  -2.863  3.722  -0.505
C  -1.493  -2.390  -5.460  -1.096
C  0.243  4.944  -0.476  -0.144
C  -0.908  -0.764  2.389  0.446
C  -0.879  4.116  -0.422  0.382
C  -3.978  -3.843  -4.639  -1.592
C  0.826  -2.066  -3.410  0.742
C  4.618  0.294  1.213  0.452
C  3.880  1.124  2.044  -0.068
C  -4.138  -0.384  3.694  -1.308
C  -0.586  2.759  -0.407  1.118
C  -2.728  5.867  -2.021  -1.056
C  2.417  -0.242  -3.360  -0.499
C  1.740  3.080  -0.518  -0.108
C  0.753  -4.107  0.470  -1.159
C  5.843  -0.216  1.622  -0.561
C  2.108  -1.777  -0.020  1.027
C  1.541  4.441  -0.532  -1.581
C  0.101  -2.986  0.020  -0.774
C  0.078  0.165  -2.842  -2.021
C  6.140  1.290  5.091  -1.455
C  -3.175  -3.005  -3.709  0.905
C  -2.434  -1.738  -1.986  0.153
C  4.371  1.440  3.298  -1.411
C  2.827  -2.868  0.480  -0.961
C  -3.965  3.634  -0.300  -0.924
C  -2.649  6.036  1.068  -1.079
C  6.322  0.113  2.879  -0.830
C  5.599  0.942  3.734  0.987
C  1.393  0.634  -3.023  -0.416
C  2.132  -4.032  0.712  -1.084
C  2.130  -1.583  -3.544  -0.861
C  -3.438  -0.849  2.428  -0.469
H  1.592  1.695  -2.948  0.546
H  5.449  1.918  5.649  0.357
H  -0.766  0.841  -2.804  1.249
H  0.391  -2.155  2.850  0.282
H  -2.300  -2.149  -6.150  0.426
H  -2.237  -2.317  4.155  0.059
H  -4.317  -2.905  -1.843  0.493
H  3.888  -2.793  0.661  0.621
H  -1.004  -4.585  2.484  0.218
H  -4.925  4.154  -0.349  0.428
H  -2.008  6.687  -2.054  0.344
H  -4.602  -4.529  -4.071  0.416
H  -0.744  -1.606  -5.525  0.379
H  0.611  -3.113  -3.583  0.628
H  3.799  2.091  3.949  0.374
H  -5.122  -0.846  3.760  0.438
H  -1.036  -3.335  -5.750  0.355
H  -3.997  -0.545  1.543  0.402
H  2.925  -2.269  -3.805  0.449
H  -2.101  0.683  1.883  0.132
H  -0.961  -2.965  -0.171  0.376
H  3.427  0.124  -3.470  0.523
H  -2.540  5.222  -2.882  0.339
H  2.399  5.095  -0.587  0.523
H  -4.276  0.698  3.690  0.344
H  -3.948  2.907  -1.114  0.298
H  0.206  -5.025  0.627  0.833
H  6.409  -0.858  0.961  0.559
H  -3.597  6.577  1.120  0.368
H  0.108  6.020  -0.483  0.413
H  6.332  0.388  5.673  0.354
H  -3.937  3.095  0.650  0.227
H  7.087  1.823  5.000  0.351
H  -2.543  -3.803  2.120  0.195
H  2.932  1.533  1.718  0.174
H  -2.365  -4.778  3.586  0.436
H  -3.348  -4.421  -5.313  0.375
H  2.716  2.617  -0.586  0.555
H  -3.722  6.301  -2.142  0.361
H  2.659  -4.897  1.093  0.489
H  -2.543  5.464  1.992  0.323
H  -3.349  -1.928  2.379  0.150
H  -1.852  6.781  1.044  0.358
H  -0.772  -3.179  4.552  0.454
H  -4.636  -3.216  -5.243  0.296
H  -3.575  -0.647  4.589  0.268
H  7.278  -0.279  3.201  0.425

## Properties
net charge	+2
LUMO	-7.058	eV
gap between HOMO and LUMO	5.9	eV
energy above the lowest of the compared OMol25 structures with the same formula, charge and spin	23.2	kcal per mole
HOMO energy	-13.0074	eV